(1)
This record from OMol25 describes the molecule C4H12N2. The level of theory is ωB97M-V with the def2-TZVPD basis set.

ORCA input file:
```
! wB97M-V def2-TZVPD RIJCOSX def2/J DEFGRID3
* xyz 0 1
C 0.23363 -0.71459 -1.69753
C 0.67664 -0.55227 -0.24767
C 0.88253 -1.99796 0.31746
N -0.30259 0.11391 0.55577
C -0.60168 1.51235 0.46593
N -1.79404 2.12003 1.05282
H 0.92491 -0.27559 -2.43255
H 0.23068 -1.83371 -1.91538
H -0.77142 -0.38601 -1.79426
H 1.61966 0.06031 -0.16471
H 1.52101 -2.75741 -0.24964
H 1.19110 -1.88658 1.29047
H -0.13251 -2.45591 0.29299
H 0.04494 0.11459 1.44221
H 0.22592 1.99689 0.90169
H -0.49968 1.82006 -0.54977
H -1.71232 3.05486 0.73211
H -1.73678 2.06703 2.00003
*
```

Properties
Calculated total energy in eV: -7321.1860
M in g mol⁻¹: 88.2
Orbital gap in eV: 9.632
ΔE to the lowest compared entry with this formula, charge and spin in kcal per mole: 42.5
Highest occupied orbital energy in eV: -8.61
SMILES: CC(C)NCN


(2)
This record from OMol25 describes the molecule C7H10N2O2S. The level of theory is ωB97M-V with the def2-TZVPD basis set.

ORCA input file:
```
! wB97M-V def2-TZVPD RIJCOSX def2/J DEFGRID3
* xyz 0 1
C 0.58144 -0.45972 -1.00956
C 0.47827 -0.89300 -2.31913
C -1.84135 -0.73323 -1.90248
C -3.18296 -0.82941 -1.94509
C 1.76099 -0.55562 -0.06520
C 0.57534 1.64836 2.89449
C 1.28479 -0.37068 1.38711
N -0.89825 -0.99231 -2.74644
N 1.05451 1.05622 1.60949
O 2.92548 -0.71534 -0.41175
O 1.37709 -1.08024 -3.08805
S -1.11399 -0.16730 -0.37159
H -3.64344 -0.59242 -1.04518
H -3.66856 -1.14701 -2.85298
H -0.51804 1.87687 2.73286
H 0.64801 0.94730 3.73582
H 0.91389 2.69099 3.30376
H 0.22489 -0.78533 1.62874
H 2.08056 -0.82517 1.89397
H -1.18175 -0.74531 -3.65925
H 0.26103 1.12858 0.98013
H 1.88205 1.54379 1.25035
*
```

Properties
Calculated total energy in eV: -25327.7798
M in g mol⁻¹: 186.2
Orbital gap in eV: 6.523
ΔE to the lowest compared entry with this formula, charge and spin in kcal per mole: 100.5
Highest occupied orbital energy in eV: -6.73
SMILES: C=C1NC([O-])=C(C(=O)C[NH2+]C)S1


(3)
This record from OMol25 describes a structure of composition C12H36FeNO15. The level of theory is ωB97M-V with the def2-TZVPD basis set.

ORCA input file:
```
! wB97M-V def2-TZVPD RIJCOSX def2/J DEFGRID3
* xyz 1 5
Fe 1.85696 0.12062 1.53943
N 0.01986 0.47888 -0.88756
O 0.70091 1.04062 -0.10652
O -1.18119 0.49926 -0.81405
O 0.58207 -0.39210 -1.60452
C 1.12182 4.32069 -0.18272
C -0.29950 4.33758 0.53148
O -0.39120 5.61437 1.29582
O 2.21464 4.16061 0.66651
H 1.24902 5.22719 -0.77448
H 1.36586 3.45468 -0.79800
H -0.33234 3.57013 1.30481
H -1.11501 4.24424 -0.18568
H -1.29404 5.93981 1.31954
H 2.36857 5.08693 0.86610
C 0.40747 -3.35085 -3.18118
C -0.02211 -4.79088 -3.63267
O 1.06044 -5.64110 -3.65433
O 1.06809 -3.33645 -1.95531
H -0.45098 -2.67918 -3.17806
H 1.19343 -2.98759 -3.84331
H -0.57349 -4.78365 -4.57290
H -0.81353 -4.96722 -2.90420
H 1.27265 -5.88083 -2.74929
H 1.43460 -2.45086 -1.90049
C 3.23585 2.20564 3.12177
C 3.81315 0.81285 3.66293
O 2.93916 -0.30234 3.35561
O 2.18880 2.09450 2.24278
H 3.99707 2.89901 2.76416
H 2.95760 2.74651 4.02628
H 4.01401 0.87818 4.73227
H 4.83225 0.55349 3.37610
H 3.13903 -0.97895 4.00664
H 2.15891 2.96070 1.83000
C -3.97788 2.78803 0.42756
C -5.47752 2.51779 0.07669
O -6.09888 2.11240 1.32382
O -3.17281 1.75855 1.02125
H -4.06178 3.75311 0.92723
H -3.47947 2.88625 -0.53682
H -5.66870 1.67595 -0.58879
H -5.88613 3.41986 -0.37873
H -7.05447 2.02117 1.33508
H -2.99896 1.06347 0.38231
C 3.28770 -2.00811 0.39107
C 3.76399 -0.78748 -0.51915
O 3.67215 0.31515 0.32400
O 1.93947 -1.85536 0.89951
H 3.95934 -1.95139 1.24769
H 3.48249 -2.87731 -0.23713
H 3.03115 -0.61108 -1.30650
H 4.76643 -0.87129 -0.93890
H 4.47530 0.82644 0.20103
H 1.70640 -2.78204 0.99193
C -3.54890 -4.16306 -0.79000
C -2.43203 -3.05075 -0.77969
O -2.92850 -1.72001 -0.72806
O -4.50036 -3.68759 -1.74144
H -3.95423 -4.27977 0.21508
H -3.22640 -5.09589 -1.25250
H -1.74699 -3.14034 -1.62278
H -1.86314 -3.11607 0.14778
H -2.20231 -1.09415 -0.67756
H -4.52366 -2.75120 -1.53112
*
```

Properties
<S²>: 6.0053
Calculated total energy in eV: -79602.4139
M in g mol⁻¹: 490.3
Orbital gap (alpha / beta) in eV: 7.907 / 7.292
ΔE to the lowest compared entry with this formula, charge and spin in kcal per mole: 102.8
Highest occupied orbital energy (alpha / beta) in eV: -11.46 / -11.46


(4)
This record from OMol25 describes a structure of composition C15H15NO3Tl. The level of theory is ωB97M-V with the def2-TZVPD basis set.

ORCA input file:
```
! wB97M-V def2-TZVPD RIJCOSX def2/J DEFGRID3
* xyz -1 1
C -0.60367 -0.14851 -3.96330
C -0.11280 -1.46973 -3.76933
C 1.03127 -1.40296 -2.92655
C 1.25101 -0.03624 -2.59232
C 0.23721 0.74471 -3.23071
Tl -1.29103 -0.09876 -0.99649
C -1.52494 -3.07123 -0.87660
C -2.39311 -2.14398 -1.33618
C -3.54854 -2.00970 -2.01082
N -2.88457 1.20213 -1.35545
H 1.64266 -2.24292 -2.60622
H -0.53795 -2.37267 -4.19932
H 2.05475 0.35073 -1.97644
H 0.15327 1.82855 -3.19903
H -1.45080 0.13444 -4.58195
H -1.00712 -3.73511 -1.58690
H -2.86880 1.99973 -0.68862
H -1.32845 -3.19264 0.20032
H -4.11507 -2.89470 -2.33704
H -3.93928 -1.01356 -2.25589
O -0.05318 -0.46696 3.44573
C 0.81166 0.55023 3.51417
C 1.16475 1.05934 4.77747
C 2.09648 2.08223 4.86800
C 2.67113 2.63876 3.71232
C 2.29416 2.15828 2.45490
C 1.35152 1.12906 2.32645
C 0.82466 0.75558 0.98042
O 1.13894 1.41388 -0.02649
O -0.02741 -0.25719 0.94622
H -0.20274 -0.60863 2.44759
H 0.67641 0.63080 5.65275
H 2.37054 2.45859 5.85231
H 3.40015 3.45069 3.79304
H 2.71889 2.57775 1.54395
*
```

Properties
Calculated total energy in eV: -28119.5651
M in g mol⁻¹: 461.7
Orbital gap (alpha / beta) in eV: 5.322 / 5.323
ΔE to the lowest compared entry with this formula, charge and spin in kcal per mole: 71.4
Highest occupied orbital energy (alpha / beta) in eV: -3.73 / -3.73


(5)
This record from OMol25 describes a structure of composition C5H20BrNiO5. The level of theory is ωB97M-V with the def2-TZVPD basis set.

ORCA input file:
```
! wB97M-V def2-TZVPD RIJCOSX def2/J DEFGRID3
* xyz 0 4
Ni -0.64571 0.25525 0.30468
Br -3.04435 0.17868 1.35568
C 2.32719 -0.65966 -0.19137
O 1.44062 0.42303 -0.21749
H 1.88969 -1.65358 -0.09748
H 2.99606 -0.63805 -1.05175
H 3.03298 -0.63775 0.63898
H 1.91960 1.14003 -0.63951
C -0.24434 -1.13058 -2.33970
O -1.02295 -1.22196 -1.07716
H -0.95251 -1.14503 -3.16819
H 0.37083 -0.24574 -2.50317
H 0.46221 -1.95354 -2.44748
H -1.55992 -2.00787 -0.95221
C 0.89903 1.94609 2.35507
O -0.29112 1.86293 1.60545
H 0.82286 2.63283 3.19809
H 1.27822 0.93068 2.47020
H 1.63038 2.45440 1.72670
H -0.91901 2.56657 1.78502
C -0.02843 -2.54769 1.62353
O -0.09357 -1.12736 1.81099
H -0.15789 -3.17567 2.50500
H -0.87110 -2.88703 1.02116
H 0.91113 -2.96045 1.25618
H 0.11205 -1.06900 2.74689
C -1.95950 1.62456 -2.13033
O -0.95227 1.65444 -1.20986
H -2.57626 0.73439 -2.00663
H -2.63659 2.47210 -2.02396
H -1.46651 1.61330 -3.10241
H -0.67096 2.57164 -1.24484
*
```

Properties
<S²>: 3.7540
Calculated total energy in eV: -126828.2272
M in g mol⁻¹: 298.8
Orbital gap (alpha / beta) in eV: 2.967 / 8.640
Highest occupied orbital energy (alpha / beta) in eV: -2.81 / -8.61


(6)
This record from OMol25 describes the molecule C3H7N5. The level of theory is ωB97M-V with the def2-TZVPD basis set.

ORCA input file:
```
! wB97M-V def2-TZVPD RIJCOSX def2/J DEFGRID3
* xyz 0 1
C 0.04921 0.20250 0.74575
C -0.60633 -0.44251 -0.39841
C 2.05276 0.30254 -0.52240
H -2.07224 0.82211 2.83820
H -2.66495 -0.06917 1.45128
H -1.57227 0.38986 -0.43406
H -0.93317 -1.68687 -0.08285
H -0.23484 -0.72014 -2.32280
H 2.03765 -0.01354 -2.27230
H 3.20628 0.41361 -0.59170
N -1.88601 0.23621 2.22535
N -0.51606 0.55502 1.83795
N 0.15517 -0.18491 -1.64960
N 1.49177 -0.24296 -1.47060
N 1.49303 0.43826 0.64618
*
```

Properties
Calculated total energy in eV: -10668.8989
M in g mol⁻¹: 113.1
Orbital gap in eV: 8.367
ΔE to the lowest compared entry with this formula, charge and spin in kcal per mole: 140.7
Highest occupied orbital energy in eV: -7.75
SMILES: N/N=C1\CNNC=N1